No. 1
103
Properties=species:S:1:pos:R:3:forces:R:3 method="wB97M-V/def2-TZVPD" charge=+1 e_homo_ev="-9.972 / -9.971" lumo_energy_ev="-3.593 / -3.595" multiplicity=1 e_above_lowest_kj_mol=192.4 homo_lumo_gap_ev="6.38 / 6.38"
Rh 0.78294 -0.94863 -1.46416 -2.035 -0.421 0.737
C 5.93109 -0.25988 -0.48990 -0.042 0.022 0.049
N 5.19165 -1.51171 -0.56551 0.072 0.030 -0.079
C 5.69648 -2.77585 -0.32518 -0.005 -0.029 0.012
C 4.69977 -3.65010 -0.51312 -0.015 0.021 -0.002
N 3.56336 -2.91362 -0.87166 -0.115 0.030 0.264
C 3.89203 -1.59220 -0.90580 -0.071 -0.021 0.086
S 2.98477 -0.21558 -1.26698 -0.006 0.336 -0.443
C 2.33130 -3.53445 -1.20870 0.243 0.198 -0.101
C 2.06214 -4.78609 -0.70484 0.049 -0.048 -0.070
C 1.00811 -5.50735 -1.25507 0.001 -0.008 -0.007
C 0.29689 -4.95522 -2.29418 0.195 -0.118 -0.206
C 0.57049 -3.64382 -2.64802 0.163 -0.080 -0.105
N 1.53859 -2.90335 -2.09375 -0.526 -0.229 0.429
H 6.98266 -0.48929 -0.34723 0.001 -0.008 0.001
H 5.56554 0.34074 0.34217 -0.006 -0.008 0.006
H 5.79532 0.30174 -1.41228 0.025 -0.021 -0.019
H 6.72265 -2.94056 -0.05053 0.009 0.026 -0.020
H 4.70328 -4.72225 -0.48032 -0.019 0.004 0.017
H 2.66706 -5.19520 0.08989 -0.003 -0.022 -0.016
H 0.76984 -6.49329 -0.87960 0.023 -0.005 -0.003
H -0.48688 -5.49733 -2.80131 -0.060 0.059 0.031
H 0.00224 -3.15482 -3.42127 -0.120 0.018 0.103
O 1.17020 5.00964 -2.77826 0.062 -0.032 0.016
S 1.93643 4.21813 -1.84370 0.122 0.071 -0.014
O 1.36274 4.79021 -0.35378 -0.107 -0.043 0.029
N 1.25809 2.71540 -1.84811 -0.208 -0.006 -0.038
C 0.96742 2.05148 -0.78963 0.005 -0.067 -0.271
O 0.24469 0.94744 -0.89819 -0.094 0.028 0.626
C 1.32384 2.56344 0.55658 -0.195 -0.002 -0.006
C 1.48453 1.74833 1.67150 0.017 0.015 0.013
C 1.73251 2.29156 2.91916 0.068 0.005 -0.030
C 1.80344 3.67303 3.06455 -0.015 -0.007 0.008
C 1.67281 4.50119 1.96361 0.013 0.030 0.028
C 1.45956 3.94495 0.71039 0.146 0.000 -0.022
H 1.42592 0.67903 1.54369 0.047 -0.008 -0.010
H 1.87411 1.64294 3.77337 -0.021 0.007 0.005
H 1.98382 4.10882 4.03885 0.002 -0.003 -0.001
H 1.76056 5.57590 2.04708 -0.028 0.000 -0.001
C -0.56204 -1.29439 -4.85715 -0.153 -0.259 0.222
P -0.37036 -0.18818 -3.41451 1.063 0.180 -0.582
C -2.04819 0.44850 -3.19366 0.026 0.061 0.178
C 0.55112 1.14295 -4.22397 0.035 -0.071 -0.073
C -0.04772 2.31507 -4.66878 -0.020 -0.024 -0.056
C 0.69945 3.25589 -5.36022 -0.013 0.002 0.015
C 2.04509 3.03331 -5.60568 0.023 0.025 0.039
C 2.65104 1.87022 -5.14991 0.002 -0.013 -0.029
C 1.90452 0.92606 -4.46523 -0.027 -0.026 -0.036
H -0.91075 -0.69129 -5.69508 -0.013 0.007 0.011
H -1.29398 -2.08044 -4.65887 -0.003 0.001 -0.028
H 0.39775 -1.73711 -5.12336 0.008 0.029 -0.014
H -2.44688 0.70888 -4.17472 0.028 0.063 0.005
H -2.03083 1.32638 -2.54981 0.009 0.013 0.000
H -2.66173 -0.32509 -2.74196 -0.012 0.005 -0.026
H -1.08956 2.51989 -4.46204 0.004 0.006 -0.006
H 0.23401 4.17587 -5.68588 0.002 0.003 0.010
H 2.62638 3.77449 -6.13808 0.001 0.005 0.009
H 3.70533 1.70081 -5.32819 -0.004 -0.004 -0.007
H 2.37953 0.02329 -4.09663 0.010 0.006 -0.017
C -0.90136 1.37546 5.22587 -0.070 0.003 0.007
C -2.02571 0.42518 5.63273 0.180 -0.040 -0.010
C -1.71635 -1.05530 5.39061 -0.099 0.112 -0.120
C -1.84493 -1.52624 3.94445 0.045 0.129 0.080
N -0.65539 -1.19442 3.14022 0.004 -0.080 -0.007
C -0.56748 -0.82542 1.84062 -0.002 0.167 -0.070
S 0.72668 -1.58327 0.97995 0.574 -0.461 -0.128
N -1.32454 0.09675 1.28444 -0.075 -0.012 0.053
C -2.37422 0.90334 1.91185 0.215 0.207 0.047
C -2.15589 2.41684 1.75273 -0.190 -0.042 -0.030
C -2.94255 3.07804 0.60218 0.161 0.033 -0.023
C -2.06886 3.56784 -0.54803 -0.047 -0.016 -0.045
H -1.17536 2.41129 5.43116 0.018 0.004 0.000
H -0.65180 1.30035 4.16761 0.008 0.003 0.010
H 0.00512 1.15355 5.79379 0.010 -0.001 -0.017
H -2.95308 0.68907 5.11335 -0.029 0.004 0.050
H -2.21961 0.55951 6.69866 -0.067 0.026 -0.014
H -2.40626 -1.66379 5.97963 0.033 -0.006 0.031
H -0.70466 -1.27564 5.74732 -0.040 -0.083 0.061
H -2.73546 -1.11648 3.47726 -0.015 -0.079 -0.037
H -1.96249 -2.60994 3.92039 0.038 -0.012 0.000
H 0.13410 -1.77169 3.39348 -0.023 -0.054 -0.043
H -0.99367 0.40884 0.36973 -0.047 -0.091 -0.067
H -2.40169 0.66548 2.96661 0.049 0.000 -0.001
H -3.33480 0.61977 1.47976 -0.001 -0.054 0.064
H -1.08714 2.62038 1.65603 -0.013 0.029 0.049
H -2.46893 2.87033 2.69512 0.050 0.011 0.010
H -3.49412 3.93157 0.99909 -0.059 -0.027 -0.017
H -3.69244 2.37743 0.22157 -0.029 0.022 0.019
H -1.34477 4.31003 -0.20759 0.011 -0.011 0.001
H -2.67183 4.03607 -1.32759 0.008 0.010 0.003
H -1.51086 2.75201 -1.00938 0.006 -0.011 0.027
Se -1.72744 -2.40756 -1.27998 0.698 0.392 -0.717
C -2.88250 -2.52406 0.22685 0.205 0.320 0.324
C -2.71720 -3.56652 1.13793 0.035 0.044 0.019
C -3.61105 -3.72315 2.18857 -0.063 -0.058 -0.082
C -4.67090 -2.84022 2.34125 -0.020 -0.011 0.014
C -4.84572 -1.80590 1.43071 -0.016 -0.025 -0.036
C -3.95671 -1.64797 0.37732 -0.014 -0.102 -0.041
H -1.89390 -4.25693 1.00561 0.024 0.022 0.036
H -3.48477 -4.54068 2.88774 0.007 -0.009 -0.014
H -5.36225 -2.96116 3.16534 -0.023 -0.012 -0.023
H -5.68606 -1.13018 1.53084 0.006 0.005 0.011
H -4.10533 -0.86111 -0.35184 0.012 0.030 0.024



No. 2
93
Properties=species:S:1:pos:R:3:forces:R:3 method="wB97M-V/def2-TZVPD" charge=+4 e_homo_ev="-18.895 / -18.896" lumo_energy_ev="-14.373 / -14.369" multiplicity=1 homo_lumo_gap_ev="4.52 / 4.53"
Mo -0.51080 0.94568 -0.34801 -0.603 3.188 1.703
O 0.89135 3.66715 -0.15342 -1.288 0.858 -1.382
S 1.33028 2.45386 0.52235 1.664 -1.380 2.186
C 2.91925 1.99639 -0.12481 -0.300 -0.727 -0.218
C 3.95823 2.91811 -0.12355 -0.198 0.180 0.195
C 5.19080 2.54058 -0.63673 -0.044 -0.159 0.027
C 5.36624 1.26007 -1.14814 0.036 0.192 0.065
C 4.32364 0.33874 -1.14279 -0.230 -0.104 0.167
C 3.09253 0.68673 -0.59164 -0.116 0.453 -0.358
P 1.67553 -0.44001 -0.39179 1.215 -0.675 0.232
C 2.06219 -1.20741 1.21356 -0.313 0.136 0.094
C 3.10566 -0.77095 2.02760 -0.231 0.131 -0.143
C 3.45072 -1.51164 3.14756 0.057 -0.115 0.134
C 2.76795 -2.67855 3.45940 0.036 0.114 -0.078
C 1.70672 -3.09606 2.66494 -0.018 -0.042 -0.099
C 1.35553 -2.37307 1.53986 0.116 0.092 -0.059
C 1.99228 -1.85276 -1.48873 -0.469 0.203 -0.120
C 1.13351 -2.18006 -2.53253 0.122 0.107 -0.030
C 1.47011 -3.20113 -3.40704 0.002 -0.075 -0.075
C 2.65454 -3.90698 -3.23959 -0.222 0.108 -0.019
C 3.49184 -3.60901 -2.17486 0.029 0.045 0.100
C 3.16024 -2.60360 -1.28369 -0.187 0.104 0.050
C -1.28888 2.05130 1.26760 0.161 -1.460 -0.632
C -1.53347 3.26083 1.86777 0.592 0.676 0.422
C -2.70140 3.38442 2.62200 0.536 -0.160 -0.256
C -3.59515 2.31921 2.70874 -0.307 -0.490 0.053
C -3.32098 1.08940 2.12892 -0.463 0.207 -0.352
C -2.10941 0.93419 1.43742 0.456 -0.110 -0.443
P -1.09446 -0.63641 1.50599 -1.027 -0.253 0.213
C -1.95892 -1.87243 0.50408 0.373 0.049 0.202
C -2.44760 -3.11968 0.88478 0.033 0.294 0.053
C -2.99540 -3.95901 -0.07519 0.000 -0.124 0.030
C -3.00172 -3.60115 -1.41218 0.053 0.212 0.109
C -2.45158 -2.38429 -1.81548 0.055 0.178 -0.327
C -1.94653 -1.54218 -0.85489 0.335 0.273 0.696
C -1.12643 -0.99019 3.28169 0.489 0.064 -0.097
C -2.27353 -1.60522 3.80125 0.051 0.184 -0.269
C -2.33681 -1.88237 5.15361 -0.086 -0.078 0.073
C -1.28008 -1.54998 5.99220 0.133 0.059 -0.147
C -0.16297 -0.89789 5.47901 -0.099 -0.090 0.065
C -0.07985 -0.61557 4.12593 0.006 0.059 -0.212
H 3.80679 3.90737 0.28433 0.034 0.155 -0.029
H 6.01163 3.24198 -0.63927 0.042 0.074 0.009
H 6.33103 0.97698 -1.54479 0.006 -0.032 -0.105
H 4.47761 -0.63764 -1.58067 0.018 0.048 0.044
H 3.66452 0.12338 1.78909 0.046 0.008 0.011
H 4.27360 -1.18453 3.76427 0.087 0.012 0.073
H 3.07786 -3.27441 4.30377 -0.015 -0.031 0.126
H 1.18147 -4.00632 2.90137 -0.074 -0.170 0.050
H 0.58497 -2.74652 0.86845 0.100 -0.103 0.043
H 0.20296 -1.63990 -2.65528 0.017 -0.023 -0.095
H 0.81774 -3.44221 -4.23003 -0.130 -0.080 -0.100
H 2.91220 -4.70276 -3.92308 0.022 -0.013 -0.064
H 4.40762 -4.16322 -2.04018 0.071 -0.085 0.080
H 3.79644 -2.41009 -0.43134 0.061 -0.017 0.035
H -0.86047 4.10187 1.76339 -0.027 0.061 -0.087
H -2.90486 4.31419 3.13612 -0.093 0.099 -0.100
H -4.50686 2.44314 3.27549 -0.041 -0.054 0.140
H -3.97119 0.24156 2.29026 -0.073 -0.017 0.074
H -2.40193 -3.43366 1.91604 -0.031 -0.060 0.060
H -3.40865 -4.90644 0.23160 -0.034 -0.147 0.003
H -3.42103 -4.26102 -2.15538 -0.039 -0.093 -0.066
H -2.43033 -2.13744 -2.86559 0.020 0.070 -0.123
H -1.47940 -0.53089 -1.12812 -0.682 -0.998 -0.638
H -3.11787 -1.82700 3.16513 -0.070 -0.139 0.031
H -3.21652 -2.36554 5.55519 -0.035 -0.008 0.014
H -1.32937 -1.79794 7.04342 -0.008 0.039 0.032
H 0.64810 -0.62684 6.13805 0.061 0.063 0.020
H 0.78861 -0.10477 3.73107 0.111 -0.063 -0.027
C 2.03002 2.66747 -2.92066 0.237 -0.071 0.281
P 0.40140 1.95646 -2.54773 -0.001 0.233 -1.345
C 0.12768 0.82737 -3.95154 0.001 -0.116 0.217
C -0.66535 3.39004 -2.95271 -0.115 0.087 0.194
C -2.11175 2.94872 -3.08624 0.208 -0.026 0.082
P -2.61303 2.06498 -1.55881 -0.584 -0.058 -0.899
C -3.85783 0.86067 -2.12470 0.167 -0.089 0.263
C -3.62782 3.32573 -0.72444 0.293 -0.045 0.347
H 1.98680 3.01387 -3.95635 -0.159 -0.086 -0.007
H 2.84160 1.94790 -2.83290 -0.032 0.039 0.006
H 2.20906 3.53012 -2.27841 0.023 -0.099 -0.070
H 0.13571 1.40756 -4.87622 -0.018 0.057 0.022
H -0.82214 0.29566 -3.87270 0.041 -0.033 -0.052
H 0.94317 0.10573 -3.99285 -0.038 -0.048 -0.023
H -0.30229 3.83077 -3.88725 0.073 -0.076 0.102
H -0.54796 4.13692 -2.15809 0.043 -0.073 -0.173
H -2.26156 2.30652 -3.95981 -0.006 0.027 0.140
H -2.76106 3.82170 -3.19972 -0.030 -0.142 -0.004
H -4.67867 1.41819 -2.58002 0.031 0.066 -0.006
H -4.25459 0.28458 -1.28738 0.006 -0.018 -0.048
H -3.44517 0.18381 -2.87213 0.022 -0.007 0.041
H -4.38851 3.65103 -1.44196 0.128 -0.144 -0.013
H -3.02307 4.18878 -0.44500 -0.030 -0.013 0.009
H -4.13247 2.92504 0.15312 0.048 0.017 -0.029



No. 3
43
Properties=species:S:1:pos:R:3:forces:R:3 method="wB97M-V/def2-TZVPD" charge=+1 e_homo_ev=-12.236 lumo_energy_ev=-4.480 multiplicity=1 e_above_lowest_kj_mol=78.7 homo_lumo_gap_ev=7.76
C 3.13057 2.32848 -1.59087 0.788 -1.158 -1.091
C 3.22904 1.46085 -0.34523 -0.294 -0.289 -0.663
N 1.88553 1.42908 0.24992 -1.502 -2.992 -1.277
C 1.57077 2.41178 1.24574 -0.580 -0.042 2.163
C 1.89411 1.79586 2.64720 -0.164 0.728 0.037
C 0.95258 0.43662 -0.05511 0.830 2.347 1.046
N -0.19644 0.39644 0.62138 -0.553 -0.192 -0.223
C -1.03996 -0.54895 0.05497 0.631 1.458 1.616
N -2.20960 -0.73192 0.62228 -0.176 -0.090 -0.121
C -2.59812 0.06407 1.80234 0.254 0.749 1.178
C -3.09089 1.46939 1.39266 0.054 -0.562 -0.848
C -3.16552 -1.78220 0.24577 0.269 -0.303 -0.966
C -2.67544 -3.09855 0.76331 0.639 -1.004 0.297
C -0.38287 -1.17978 -1.07895 1.898 -1.013 -1.795
C -0.70931 -2.16817 -2.03723 0.097 1.023 0.262
C 0.20666 -2.51634 -3.04966 0.357 0.219 0.632
C 1.47542 -1.93899 -3.03308 -0.141 -0.703 -0.800
C 1.84223 -0.95909 -2.11837 -0.638 0.358 0.373
C 0.92989 -0.57541 -1.13295 -0.256 -0.916 -0.995
H 2.94467 3.36807 -1.37999 -0.086 0.314 0.239
H 2.32891 1.94237 -2.23682 0.182 0.236 0.114
H 4.07225 2.24184 -2.16358 -0.363 0.252 0.188
H 3.61495 0.43177 -0.51380 -0.544 0.625 -0.169
H 3.96583 1.89100 0.31833 -0.220 0.198 0.654
H 2.14062 3.34086 1.13050 0.110 -0.402 -0.423
H 0.50243 2.69791 1.22088 0.531 -0.385 -0.221
H 2.98512 1.73048 2.82036 -0.563 -0.131 -0.163
H 1.47414 2.44706 3.42528 0.214 -0.069 -0.128
H 1.40720 0.82105 2.77402 0.270 0.192 -0.210
H -3.40099 -0.45074 2.38521 0.658 0.085 -0.801
H -1.72152 0.13707 2.49277 -0.656 0.005 -0.713
H -2.29342 2.01958 0.86662 -0.307 -0.235 0.279
H -3.39699 2.02765 2.26551 -0.062 0.117 0.228
H -3.96022 1.38372 0.70465 0.479 0.066 0.447
H -3.28600 -1.84238 -0.85106 -0.100 0.411 0.504
H -4.11049 -1.55535 0.72894 -0.108 0.266 -0.340
H -2.58843 -3.04837 1.83730 -0.069 -0.041 0.512
H -1.66195 -3.34679 0.41368 -0.363 0.084 -0.161
H -3.33964 -3.93705 0.53242 0.030 0.255 -0.110
H -1.69390 -2.59712 -2.05933 -0.196 -0.209 0.072
H -0.03165 -3.24206 -3.83817 -0.076 0.332 0.570
H 2.20710 -2.27044 -3.78673 -0.419 0.338 0.385
H 2.79334 -0.48333 -2.29114 0.146 0.076 0.420



No. 4
62
Properties=species:S:1:pos:R:3:forces:R:3 method="wB97M-V/def2-TZVPD" charge=+2 e_homo_ev=-13.425 lumo_energy_ev=-6.593 multiplicity=1 e_above_lowest_kj_mol=0.0 homo_lumo_gap_ev=6.83
Ta 0.24801 -0.93397 0.00730 -0.310 0.001 0.031
C 1.81271 -4.00694 -2.42645 -0.014 0.029 0.029
C 1.05729 -2.74242 -2.21074 0.083 0.052 -0.283
O 0.54943 -2.57599 -1.01314 -0.107 0.018 0.115
C 0.85932 -1.80569 -3.19576 0.008 -0.070 0.049
C -0.00578 -0.69949 -3.07698 0.016 -0.039 0.005
C -0.45439 0.01878 -4.30231 -0.028 0.042 0.008
N -0.47504 -0.32843 -1.88607 0.277 -0.035 -0.002
N -1.47545 0.61728 -1.90568 -0.297 0.314 0.190
C -1.96951 0.74590 -0.71958 0.039 0.077 -0.387
O -1.47608 -0.01891 0.25720 -0.059 -0.280 0.169
C -3.04829 1.68095 -0.39693 -0.083 0.089 0.004
C -3.68719 1.61166 0.84053 0.062 -0.010 -0.026
C -4.70587 2.50006 1.14063 -0.036 0.013 0.041
C -5.08872 3.45873 0.21308 0.007 -0.009 -0.006
C -4.45430 3.52983 -1.02112 0.005 -0.013 0.021
C -3.43681 2.64491 -1.32883 0.030 -0.044 -0.012
H 1.42832 -4.78466 -1.76995 0.010 -0.029 -0.018
H 1.76928 -4.33472 -3.46171 -0.013 0.025 -0.012
H 2.86141 -3.83145 -2.17225 -0.001 -0.006 0.049
H 1.25018 -2.02290 -4.17819 0.012 -0.013 -0.002
H 0.06299 -0.35433 -5.18019 0.006 -0.007 -0.012
H -1.53049 -0.10669 -4.42990 0.004 -0.013 -0.009
H -0.28535 1.08976 -4.19080 0.001 0.008 -0.003
H -3.39390 0.85646 1.55830 -0.003 -0.010 0.004
H -5.20739 2.44212 2.09696 -0.004 0.002 0.006
H -5.88511 4.15054 0.45075 -0.009 0.007 0.002
H -4.75603 4.27667 -1.74215 0.004 0.004 -0.012
H -2.93675 2.69061 -2.28621 0.004 0.004 -0.012
N 1.28674 -2.36101 3.96943 -0.055 -0.175 -0.056
C 2.36991 -1.51372 3.89051 -0.026 0.181 0.044
C 2.24504 -0.84675 2.71466 0.131 -0.114 -0.001
N 1.11886 -1.29780 2.06371 -0.018 -0.020 0.295
C 0.56701 -2.21560 2.85406 0.052 0.163 -0.102
C -0.62999 -2.84372 2.33888 -0.134 0.013 -0.152
N -0.99872 -2.45762 1.12606 0.179 -0.130 0.277
C -2.14953 -3.13239 0.82119 -0.135 -0.068 -0.004
C -2.47525 -3.93426 1.87216 -0.026 -0.003 -0.131
N -1.50099 -3.74001 2.82111 0.116 0.045 0.129
H 1.09787 -2.99038 4.73485 0.016 -0.008 -0.014
H 3.10768 -1.46050 4.67056 0.009 0.025 0.014
H 2.89343 -0.10105 2.29017 0.017 0.013 -0.011
H -2.66040 -2.99934 -0.11604 -0.018 -0.002 -0.006
H -3.29251 -4.61535 2.02639 -0.019 -0.008 -0.010
H -1.47200 -4.19489 3.72074 0.002 0.009 -0.007
Cl 4.93489 -0.56287 -1.67124 0.058 -0.102 -0.059
C 4.07532 0.68496 -0.88168 -0.286 -0.028 0.103
C 4.69077 1.93898 -0.66889 0.048 0.100 0.011
C 4.03154 2.95740 -0.04077 0.013 -0.042 -0.022
Cl 4.81059 4.47002 0.20192 0.019 0.007 -0.005
C 2.69642 2.78172 0.41881 -0.064 -0.169 -0.053
C 1.91092 3.74226 1.07913 -0.102 -0.049 0.026
C 0.63245 3.41277 1.46479 0.075 0.101 0.000
C 0.12562 2.14232 1.19244 -0.040 -0.103 -0.042
N 0.83638 1.20794 0.56859 -0.043 0.113 -0.047
C 2.10519 1.52663 0.18798 0.227 -0.027 -0.083
C 2.78804 0.47501 -0.45361 0.208 0.447 -0.005
O 2.09111 -0.65938 -0.57763 0.175 -0.282 -0.030
H 5.70412 2.08483 -1.01596 0.008 0.001 -0.002
H 2.31592 4.72564 1.27523 0.002 0.012 0.006
H 0.00013 4.12690 1.97127 0.001 0.012 0.003
H -0.88308 1.88159 1.48132 0.005 -0.015 0.005



Question: What is the multiplicity in the third record?
Answer: 1